i) The following is a DFT calculation (ωB97M-V with the def2-TZVPD basis set) of 8 unconnected molecules or ions with the total composition C24H70N6O8.

Output
* E_HOMO: -8.47 eV
* multiplicity: 1
* SMILES: COC[C@H](C)N.COC[C@H](C)N.COC[C@H](C)N.COC[C@H](C)N.COC[C@H](C)N.COC[C@H](C)N.O.O
* Kohn-Sham gap: 0.3191 Ha
* M: 570.9 g mol⁻¹

Each line ends with the Mulliken charge.
Atoms and positions in Å:
C (24.13783, 16.89214, 31.17763)  -0.5508
O (23.17452, 17.90379, 31.20478)  -0.4565
C (22.26714, 17.84225, 30.13650)  -0.1964
C (22.87500, 18.47032, 28.78536)  0.4638
C (23.43909, 19.87577, 29.11562)  -1.5128
N (21.81646, 18.71760, 27.76697)  -0.5781
H (24.88706, 16.99669, 31.96237)  0.4001
H (24.72372, 16.99002, 30.26371)  0.1918
H (23.74601, 15.87783, 31.10170)  0.1981
H (21.92556, 16.82204, 29.96157)  0.2577
H (21.39624, 18.39941, 30.48174)  0.0662
H (23.64644, 17.81349, 28.38342)  0.3549
H (24.13001, 20.23061, 28.35088)  0.4236
H (24.02025, 19.79769, 30.03445)  0.3477
H (22.60815, 20.53679, 29.36195)  0.2915
H (21.36076, 17.81802, 27.71038)  0.0632
H (22.39078, 18.75065, 26.93681)  0.2889
C (18.49066, 18.96312, 32.21767)  -0.5858
O (18.47489, 19.70181, 31.01217)  -0.5119
C (18.19499, 19.07419, 29.79668)  0.6033
C (18.15547, 20.08337, 28.65510)  0.1886
C (17.91051, 19.34419, 27.29254)  -0.9985
N (19.53036, 20.65273, 28.52855)  -0.8475
H (17.58442, 18.39600, 32.43024)  0.2418
H (18.66369, 19.63279, 33.06012)  0.2617
H (19.34575, 18.29203, 32.13657)  0.2046
H (18.96747, 18.34460, 29.55363)  -0.1819
H (17.25326, 18.53165, 29.87966)  -0.0791
H (17.45232, 20.88153, 28.89307)  0.4837
H (17.73613, 20.16940, 26.60208)  0.3712
H (17.06222, 18.65973, 27.28745)  0.1641
H (18.73751, 18.71561, 26.96231)  0.0802
H (19.68136, 20.79718, 29.51670)  0.4328
H (20.19738, 19.90487, 28.40244)  0.2220
C (13.03330, 12.89138, 31.48182)  -0.6977
O (14.37960, 12.47473, 31.80062)  -0.3947
C (15.29799, 13.58211, 31.86051)  -0.9543
C (16.00122, 13.83169, 30.52594)  1.5412
C (16.76217, 12.61460, 29.95478)  -1.3503
N (16.85768, 15.05009, 30.53653)  -0.4777
H (12.27454, 12.76506, 32.25411)  0.3027
H (12.75455, 12.28009, 30.62349)  0.3176
H (12.85992, 13.87863, 31.05362)  0.2106
H (14.98349, 14.55141, 32.24734)  0.3500
H (16.03445, 13.29668, 32.61168)  0.4254
H (15.12003, 14.03252, 29.91661)  -0.4072
H (17.62918, 12.40142, 30.58004)  0.3169
H (16.93120, 12.71327, 28.88250)  0.1108
H (16.11141, 11.74038, 29.93583)  0.4471
H (16.32142, 15.87598, 30.31197)  0.1308
H (17.52335, 15.02027, 29.77752)  0.0571
C (14.77302, 14.42481, 26.81092)  -0.7596
O (14.87988, 15.45096, 27.75629)  0.0413
C (13.87919, 16.42080, 27.51794)  -1.1859
C (14.17783, 17.53102, 28.49629)  1.9274
C (13.87390, 17.19671, 29.95380)  -1.3571
N (13.35468, 18.78685, 28.18948)  -0.8252
H (15.83587, 14.31086, 26.59766)  0.0463
H (14.19024, 14.59589, 25.90583)  0.3864
H (14.28945, 13.54944, 27.24451)  0.3077
H (13.95124, 16.86643, 26.52581)  0.5052
H (12.83957, 16.11217, 27.62770)  0.3088
H (15.22371, 17.81071, 28.36983)  -0.8891
H (14.22154, 17.96961, 30.63927)  0.4339
H (14.17847, 16.18451, 30.21984)  -0.0120
H (12.83731, 17.33097, 30.26292)  0.4686
H (13.60004, 19.27906, 27.34236)  0.2795
H (13.61199, 19.45576, 28.90114)  0.2912
C (18.30311, 10.14079, 21.47211)  -0.6547
O (18.73930, 11.48294, 21.61402)  -0.3578
C (18.28801, 12.24794, 22.71812)  -0.7728
C (18.92046, 11.82071, 24.05887)  0.4323
C (18.40508, 12.58718, 25.27903)  -1.2379
N (20.38688, 11.99864, 24.00222)  -0.6165
H (17.22822, 10.24948, 21.32754)  0.2950
H (18.66192, 9.51217, 22.28709)  0.2675
H (18.71845, 9.71913, 20.55680)  0.2423
H (18.52905, 13.29825, 22.55427)  0.3753
H (17.21015, 12.21083, 22.87608)  0.3631
H (18.66460, 10.77483, 24.22847)  0.1666
H (18.79845, 13.60314, 25.31361)  0.2327
H (18.80511, 12.18165, 26.20834)  0.2997
H (17.32566, 12.63278, 25.42353)  0.4431
H (20.79610, 11.80834, 23.09865)  0.2667
H (20.77222, 11.24451, 24.55259)  0.2336
C (20.85385, 13.17533, 28.23136)  -0.5725
O (21.64793, 14.24347, 28.74073)  -0.2216
C (22.91789, 14.41977, 28.11249)  -0.7160
C (24.07117, 13.71184, 28.86643)  0.4629
C (25.38265, 14.34617, 28.33724)  -1.5096
N (24.14572, 12.31085, 28.50392)  -0.6974
H (21.13135, 12.18193, 28.58386)  0.2795
H (20.77239, 13.20906, 27.14493)  0.4181
H (19.83823, 13.20699, 28.62585)  -0.0533
H (22.91215, 13.94192, 27.13284)  0.4824
H (23.18964, 15.47205, 28.02908)  0.1267
H (23.90582, 13.88156, 29.93036)  0.3273
H (26.16273, 13.86261, 28.92523)  0.4414
H (25.44280, 15.42003, 28.51421)  0.3094
H (25.57878, 14.18139, 27.27777)  0.3576
H (25.05677, 12.00156, 28.81122)  0.2601
H (23.51271, 11.78797, 29.09214)  0.2654
O (20.47827, 16.28643, 26.61499)  -0.3876
H (21.15273, 15.60778, 26.64267)  0.1491
H (20.42224, 16.53155, 25.69140)  0.1980
O (18.37886, 15.51116, 28.11073)  0.0837
H (18.43106, 14.92342, 27.35703)  -0.0577
H (18.98353, 16.22325, 27.90209)  0.0781



ii) The following is a DFT calculation (ωB97M-V with the def2-TZVPD basis set) of 8 unconnected molecules or ions with the total composition C24H70N6O8.

Output
* E_HOMO: -9.05 eV
* multiplicity: 1
* SMILES: COC[C@H](C)N.COC[C@H](C)N.COC[C@H](C)N.COC[C@H](C)N.COC[C@H](C)N.COC[C@H](C)N.O.O
* Kohn-Sham gap: 0.3444 Ha
* M: 570.9 g mol⁻¹

Each line ends with the Mulliken charge.
Atoms and positions in Å:
C (0.70733, -5.22127, 8.73411)  -0.5880
O (1.47498, -6.03223, 7.77643)  -0.3981
C (2.23695, -5.35003, 6.68428)  -0.5236
C (3.54914, -4.88353, 7.44587)  0.3942
C (4.54638, -4.28561, 6.40566)  -1.4953
N (4.19855, -6.10537, 7.99759)  -0.7708
H (1.30618, -4.37562, 9.07228)  0.2673
H (0.33106, -5.92381, 9.47772)  0.2260
H (-0.16466, -4.82621, 8.21290)  0.2615
H (2.54179, -6.00891, 5.87124)  0.3027
H (1.60896, -4.62642, 6.16457)  0.3219
H (3.44461, -4.18724, 8.27794)  0.2930
H (4.75735, -4.85039, 5.49759)  0.3379
H (5.49040, -4.01362, 6.87783)  0.3926
H (4.14119, -3.31464, 6.12075)  0.3688
H (3.38437, -6.57143, 8.37176)  0.3217
H (4.38080, -6.74739, 7.23950)  0.2884
C (-6.28905, 5.29672, -5.97528)  -0.6634
O (-5.96833, 5.01405, -4.62375)  -0.3773
C (-5.23413, 3.80962, -4.36139)  -0.7744
C (-6.15299, 2.57140, -4.26316)  0.4300
C (-7.55628, 2.89478, -3.56356)  -1.2455
N (-5.43636, 1.42148, -3.74260)  -0.7141
H (-6.42088, 6.34727, -6.23427)  0.2593
H (-7.20615, 4.78863, -6.27339)  0.2256
H (-5.40281, 5.03079, -6.55145)  0.3110
H (-4.41124, 3.76204, -5.07461)  0.4222
H (-4.76080, 3.83967, -3.37997)  0.3608
H (-6.38202, 2.24844, -5.27870)  0.2570
H (-7.52179, 3.72541, -2.85859)  0.3080
H (-7.86603, 2.04414, -2.95646)  0.4169
H (-8.26795, 3.25929, -4.30434)  0.2619
H (-5.15141, 1.61246, -2.79265)  0.2612
H (-4.62771, 1.34724, -4.34316)  0.2608
C (1.01870, -5.59410, -2.34951)  -0.7155
O (-0.23653, -6.14242, -1.98202)  -0.2779
C (-0.92810, -6.79154, -3.09823)  -0.7153
C (-2.49819, -7.04784, -2.61308)  0.5371
C (-2.66880, -8.11940, -1.60366)  -1.4201
N (-3.35249, -7.24268, -3.80740)  -0.6929
H (1.24588, -4.84409, -1.59190)  0.1904
H (1.13267, -5.11922, -3.32398)  0.3175
H (1.75906, -6.38878, -2.25758)  0.2850
H (-0.95174, -6.31732, -4.07938)  0.4128
H (-0.48323, -7.73861, -3.40357)  0.3175
H (-2.79107, -6.14778, -2.07250)  0.1862
H (-2.50719, -9.12371, -1.99522)  0.3739
H (-3.56513, -8.05568, -0.98671)  0.3634
H (-1.86345, -7.83609, -0.92597)  0.3647
H (-4.10872, -7.88877, -3.63196)  0.2367
H (-3.75052, -6.35112, -4.06587)  0.2374
C (0.95739, -0.39725, -11.50804)  -0.6976
O (1.40406, -0.32550, -10.20111)  -0.3365
C (0.79985, 0.70565, -9.36337)  -0.8221
C (1.16825, 0.61196, -7.79475)  0.5397
C (2.60797, 0.34983, -7.33599)  -1.3887
N (0.35536, -0.39254, -7.18785)  -0.6748
H (0.72425, 0.64120, -11.74332)  0.3243
H (0.03193, -0.95427, -11.65420)  0.2562
H (1.80598, -0.79349, -12.06571)  0.2188
H (1.13607, 1.67049, -9.74305)  0.4082
H (-0.28370, 0.68747, -9.48035)  0.4130
H (0.82364, 1.58610, -7.44777)  0.1724
H (3.34934, 1.10200, -7.60567)  0.3525
H (3.02872, -0.58572, -7.70451)  0.3136
H (2.72402, 0.37938, -6.25260)  0.4054
H (0.74621, -0.47408, -6.26012)  0.2585
H (0.41548, -1.29558, -7.63615)  0.2573
C (3.79796, 4.54760, 6.24021)  -0.7678
O (3.08234, 3.38229, 6.47983)  -0.3306
C (2.40929, 3.47243, 7.69344)  -0.7424
C (1.49160, 2.30393, 8.18419)  0.6524
C (0.17280, 2.34295, 7.51108)  -1.6352
N (1.38965, 2.35690, 9.61694)  -0.7012
H (3.98334, 4.80023, 5.19622)  0.2288
H (4.78960, 4.34196, 6.64328)  0.3235
H (3.45363, 5.50454, 6.63240)  0.3444
H (3.19781, 3.73806, 8.39755)  0.3876
H (1.78327, 4.36449, 7.67277)  0.2225
H (1.87759, 1.31265, 7.94655)  0.3190
H (-0.51380, 1.62067, 7.95266)  0.4091
H (0.38405, 2.16893, 6.45600)  0.3748
H (-0.28227, 3.32634, 7.62918)  0.3717
H (1.22231, 1.45710, 10.04408)  0.2880
H (0.51368, 2.82188, 9.80818)  0.2546
C (4.42165, 7.53814, -0.60841)  -0.7496
O (3.77000, 6.33284, -0.48393)  -0.3468
C (2.46313, 6.50656, 0.09527)  -0.6754
C (1.67175, 5.18398, 0.15740)  0.3557
C (0.43796, 5.28701, 1.08840)  -1.4899
N (2.37588, 4.07535, 0.65646)  -0.7010
H (4.58244, 7.96497, 0.38158)  0.3129
H (3.84295, 8.22920, -1.22130)  0.2924
H (5.44406, 7.57986, -0.98396)  0.2882
H (2.47489, 6.92551, 1.10148)  0.3403
H (1.97459, 7.17489, -0.61378)  0.3739
H (1.20615, 5.06994, -0.82154)  0.2689
H (0.65885, 5.53857, 2.12571)  0.3698
H (-0.18193, 4.39074, 1.11175)  0.3519
H (-0.12407, 6.16040, 0.75759)  0.3779
H (2.48611, 4.28430, 1.63844)  0.2583
H (3.26574, 4.30526, 0.23766)  0.3733
O (-4.93977, -2.61071, 2.66189)  -0.6430
H (-4.11750, -2.32182, 2.26611)  0.3256
H (-4.71786, -3.42908, 3.10602)  0.3157
O (-0.40686, -1.81234, 1.01710)  -0.6409
H (-0.19948, -2.48639, 0.36990)  0.3165
H (0.33305, -1.20635, 0.97802)  0.3249



iii) The following is a DFT calculation (ωB97M-V with the def2-TZVPD basis set) of 8 unconnected molecules or ions with the total composition C24H70N6O8.

Output
* E_HOMO: -9.03 eV
* multiplicity: 1
* SMILES: COC[C@H](C)N.COC[C@H](C)N.COC[C@H](C)N.COC[C@H](C)N.COC[C@H](C)N.COC[C@H](C)N.O.O
* Kohn-Sham gap: 0.3370 Ha
* M: 570.9 g mol⁻¹

Each line ends with the Mulliken charge.
Atoms and positions in Å:
C (2.97883, 0.01517, -0.13714)  -0.7417
O (1.88077, 0.78649, 0.25736)  -0.2235
C (0.74038, 0.02922, 0.63320)  -0.5215
C (-0.51086, 0.76664, 0.16916)  0.7618
C (-1.76778, 0.01451, 0.59188)  -1.5922
N (-0.54032, 1.03335, -1.28462)  -0.6280
H (3.54303, -0.41301, 0.69822)  0.1924
H (3.64216, 0.66183, -0.71808)  0.2206
H (2.71578, -0.80135, -0.82562)  0.4184
H (0.75984, -0.97138, 0.18391)  0.4411
H (0.68522, -0.05617, 1.72548)  0.0198
H (-0.51438, 1.73171, 0.68894)  0.0369
H (-1.68572, -1.04592, 0.34126)  0.2845
H (-2.61428, 0.45617, 0.06463)  0.4180
H (-1.95148, 0.14661, 1.65885)  0.3993
H (0.45176, 1.19466, -1.47753)  0.2551
H (-0.70544, 0.15581, -1.77624)  0.1735
C (-2.84560, -5.38507, -5.64497)  -0.8094
O (-2.92602, -4.95889, -4.30899)  -0.2774
C (-2.37356, -3.68342, -4.11742)  -1.0038
C (-2.95295, -3.07310, -2.86652)  0.8726
C (-2.74134, -3.97901, -1.63951)  -1.4215
N (-4.37224, -2.79207, -3.12923)  -0.6862
H (-1.80225, -5.49289, -5.98018)  0.2986
H (-3.37376, -4.69794, -6.31198)  0.3289
H (-3.26857, -6.38766, -5.70979)  0.2524
H (-1.27363, -3.74038, -4.04713)  0.3888
H (-2.59898, -3.02588, -4.96745)  0.4474
H (-2.41284, -2.14568, -2.65915)  0.0674
H (-1.72175, -4.37235, -1.61099)  0.3379
H (-3.38113, -4.86097, -1.71335)  0.3687
H (-2.96659, -3.42049, -0.73276)  0.3385
H (-4.83528, -3.69265, -3.20559)  0.3034
H (-4.78982, -2.31980, -2.33469)  0.1926
C (1.80160, 2.98440, 6.65429)  -0.7286
O (1.82376, 2.63315, 5.30314)  -0.3309
C (0.79276, 1.73191, 4.92482)  -0.7478
C (1.17040, 0.30023, 5.23715)  0.7673
C (2.34550, -0.18795, 4.39042)  -1.5268
N (-0.00491, -0.57446, 5.00302)  -0.7038
H (0.79694, 3.28729, 6.98272)  0.3159
H (2.50077, 3.80177, 6.81059)  0.2604
H (2.09552, 2.14937, 7.30946)  0.2693
H (-0.13652, 2.02887, 5.43453)  0.4460
H (0.65317, 1.88792, 3.85330)  0.1344
H (1.42400, 0.19349, 6.29765)  0.3868
H (2.96152, -0.84985, 5.01658)  0.3666
H (3.02229, 0.55791, 3.98406)  0.2972
H (2.05930, -0.89183, 3.60480)  0.3646
H (0.15939, -1.48425, 5.42170)  0.2571
H (-0.79149, -0.20528, 5.53304)  0.2206
C (1.21193, 3.99779, -3.66155)  -0.6880
O (0.42221, 4.99307, -3.06973)  -0.3685
C (0.31842, 4.80969, -1.66233)  -0.4366
C (-0.45735, 5.95002, -1.06262)  0.3849
C (-0.50794, 5.75026, 0.45211)  -1.3719
N (-1.82208, 6.07280, -1.56098)  -0.7341
H (1.34544, 4.23878, -4.71740)  0.2873
H (0.73765, 3.01013, -3.60306)  0.2514
H (2.21214, 3.97640, -3.20775)  0.2908
H (-0.23691, 3.86572, -1.51483)  0.0577
H (1.30566, 4.67936, -1.20004)  0.4260
H (0.07624, 6.89115, -1.22108)  0.3460
H (-1.19885, 4.92519, 0.67295)  0.2297
H (-0.93551, 6.61613, 0.94955)  0.3452
H (0.46180, 5.43781, 0.84000)  0.3907
H (-2.22395, 5.14286, -1.65928)  0.2842
H (-1.81819, 6.42965, -2.51153)  0.3037
C (-5.73075, -0.54377, 0.02812)  -0.5099
O (-6.07528, 0.57381, 0.81376)  -0.3425
C (-6.17018, 0.26981, 2.19022)  -0.8260
C (-6.59932, 1.51192, 2.92282)  0.6330
C (-6.53391, 1.25732, 4.42448)  -1.3596
N (-7.96269, 1.84506, 2.49794)  -0.7731
H (-6.02068, -0.26346, -0.98970)  0.3452
H (-6.33542, -1.40855, 0.31410)  0.4125
H (-4.65550, -0.74341, -0.01101)  -0.0132
H (-6.90463, -0.52152, 2.38295)  0.3965
H (-5.16995, 0.00534, 2.55916)  0.2649
H (-5.87309, 2.29245, 2.65679)  0.2614
H (-6.86556, 2.11503, 5.00668)  0.3560
H (-5.51368, 0.98831, 4.71114)  0.3430
H (-7.16253, 0.40357, 4.69237)  0.3362
H (-8.14756, 2.83821, 2.57324)  0.2466
H (-8.02641, 1.64256, 1.50399)  0.2695
C (6.91391, -2.80122, -0.14229)  -0.7576
O (5.98929, -2.14038, -0.99280)  -0.2707
C (6.52343, -1.21123, -1.92230)  -0.7649
C (6.93984, -1.86774, -3.21691)  0.3947
C (5.87980, -2.87074, -3.71268)  -1.0862
N (8.27464, -2.47412, -3.09298)  -0.6477
H (7.23122, -3.75223, -0.58740)  0.2388
H (6.40145, -3.02692, 0.78975)  0.1696
H (7.79220, -2.17290, 0.02651)  0.4075
H (5.81687, -0.39043, -2.05221)  0.3134
H (7.37970, -0.72532, -1.42878)  0.4367
H (7.04059, -1.13759, -4.02813)  0.2913
H (6.03620, -3.11239, -4.76187)  0.3974
H (4.87171, -2.45088, -3.61824)  0.1917
H (5.88598, -3.76235, -3.08600)  0.2339
H (8.28476, -3.09123, -2.29069)  0.2322
H (8.49021, -3.03952, -3.90461)  0.2644
O (0.76123, -1.17319, -3.24519)  -0.5568
H (0.39200, -1.07603, -4.12807)  0.3137
H (1.69797, -0.98283, -3.35010)  0.2393
O (4.48772, -2.63892, 2.42598)  -0.6289
H (4.37880, -3.55117, 2.70886)  0.3109
H (4.24170, -2.63890, 1.49546)  0.2758



Among the structures above, stability is smallest for ii).